96
Properties=species:S:1:pos:R:3:forces:R:3:lowdin_charge:R:1 method="wB97M-V/def2-TZVPD" relative_energy_ev=0.971 total_energy_ha=-2133.315354 total_charge=+1 orbital_gap_ev=6.9965
Sr 0.07777 -0.05419 0.25505 0.9 1.6 0.1 1.4056
C -1.79372 -1.92763 -1.16195 0.0 -0.3 0.3 -0.1729
C -2.97498 -1.00452 -1.49768 -0.3 -0.1 -0.1 -0.0976
C -2.73108 0.46088 -1.83875 -0.2 -0.1 -0.1 -0.2794
C -3.69429 1.14513 -2.57756 0.1 -0.1 0.0 -0.0111
C -3.47944 2.47543 -2.89300 0.0 0.0 0.0 -0.0387
C -2.32499 3.10293 -2.44828 0.0 0.0 0.2 -0.0320
C -1.43176 2.36545 -1.68895 -0.2 0.3 -0.4 -0.1251
N -1.62892 1.07559 -1.42455 0.4 -0.6 0.3 0.0162
N -1.39894 -2.08197 0.26665 0.6 0.1 -0.3 -0.2985
C -2.48044 -2.32788 1.19121 0.1 -0.2 0.0 -0.1201
C -3.13959 -1.03750 1.61793 -0.2 0.0 0.1 -0.2754
C -4.38525 -1.04443 2.22656 -0.1 0.1 0.0 -0.0128
C -4.96574 0.16692 2.57191 0.1 0.0 0.0 -0.0400
C -4.28654 1.33912 2.28139 0.2 0.0 -0.1 -0.0323
C -3.04031 1.24729 1.67602 -0.3 0.2 0.1 -0.1233
N -2.47101 0.08659 1.36230 0.1 -0.1 0.0 0.0630
C -0.24217 -2.99705 0.44866 -0.7 -0.1 -0.1 -0.1412
C 0.45196 -2.86146 1.79246 -0.2 -0.4 0.1 -0.2894
C 0.46581 -3.93156 2.67307 0.1 0.0 0.1 -0.0113
C 1.11509 -3.79030 3.89518 -0.1 0.0 -0.1 -0.0327
C 1.71370 -2.58231 4.19726 0.0 0.1 -0.1 -0.0314
C 1.64983 -1.56001 3.25689 0.2 0.0 0.3 -0.1004
N 1.05226 -1.70221 2.08298 -0.4 0.0 -0.5 0.0211
H -2.00321 -2.93624 -1.54603 -0.1 0.1 -0.2 0.1348
H -0.93913 -1.55279 -1.72723 0.2 -0.2 0.1 0.0668
H -3.44268 -1.44045 -2.38420 0.0 0.0 0.0 0.1073
H -3.74634 -1.05234 -0.72616 0.0 0.0 0.0 0.1171
H -4.58897 0.63529 -2.90973 0.0 0.0 0.0 0.1215
H -4.20807 3.01763 -3.48029 0.0 0.0 0.0 0.1162
H -2.12323 4.14120 -2.66733 0.0 0.0 0.0 0.1160
H -0.52295 2.81144 -1.29734 0.0 0.0 0.0 0.1117
H -3.20818 -3.03944 0.77167 -0.1 0.1 0.1 0.1446
H -2.05629 -2.81410 2.07499 -0.1 0.0 0.0 0.1341
H -4.89966 -1.97729 2.41626 0.0 0.0 0.0 0.1211
H -5.93651 0.19276 3.04813 0.0 0.0 0.0 0.1158
H -4.70081 2.30852 2.51643 0.0 0.0 0.0 0.1131
H -2.46984 2.13612 1.43406 0.0 0.0 0.0 0.1006
H -0.56990 -4.03722 0.32472 0.2 0.0 -0.1 0.1361
H 0.48077 -2.78014 -0.33471 0.0 -0.1 -0.2 0.0894
H -0.02165 -4.85995 2.40881 0.0 0.0 0.0 0.1202
H 1.14178 -4.61298 4.59639 0.0 0.0 0.0 0.1182
H 2.22059 -2.42076 5.13704 0.0 0.0 0.0 0.1149
H 2.09731 -0.59146 3.44945 0.0 0.0 0.0 0.1252
C 3.30395 1.38924 -1.55518 -0.1 0.0 -0.1 -0.1914
N 2.26148 1.44625 -0.52637 0.0 0.0 0.1 -0.0535
C 2.22200 2.57728 0.09286 0.2 0.1 -0.2 -0.1428
C 1.32615 2.92966 1.12686 -0.3 0.1 0.3 -0.3805
C 1.31758 4.14788 1.81961 0.0 -0.2 -0.1 -0.0578
C 0.34549 4.01998 2.80631 -0.1 0.1 0.2 -0.1044
C -0.18403 2.73824 2.66353 0.0 -0.1 0.0 -0.2248
N 0.38761 2.06058 1.64797 0.0 0.0 0.0 -0.0919
C 2.88910 2.10484 -2.82436 0.0 0.0 0.0 -0.2065
C 1.60217 1.94138 -3.33262 0.0 0.0 0.0 -0.0644
C 1.21279 2.57880 -4.49838 -0.1 0.0 0.0 -0.0811
C 2.10534 3.39843 -5.17630 0.0 0.0 0.0 -0.0876
C 3.38131 3.58077 -4.67157 0.1 0.0 0.0 -0.0759
C 3.76776 2.94120 -3.50103 0.0 -0.1 0.0 -0.0373
H 3.50935 0.34544 -1.78973 0.1 0.0 0.0 0.0850
H 4.24309 1.81359 -1.18490 0.0 0.0 0.0 0.1178
H 2.93586 3.36817 -0.17011 0.0 0.0 0.0 0.1394
H 1.95506 4.99470 1.62402 0.0 0.0 0.0 0.1013
H 0.06005 4.74860 3.54700 0.0 0.0 0.0 0.0877
H -0.94577 2.27724 3.27737 0.0 0.0 0.0 0.0883
H 0.89605 1.32760 -2.78988 0.0 -0.1 0.0 0.0685
H 0.20734 2.44407 -4.88018 0.0 0.0 0.0 0.0996
H 1.80288 3.89841 -6.08674 0.0 0.0 0.0 0.1035
H 4.08106 4.22597 -5.18569 0.0 0.0 0.0 0.1063
H 4.76716 3.09004 -3.11037 0.0 0.0 0.0 0.1126
C 0.38200 -3.98858 -7.94935 0.0 0.0 0.0 -0.0624
C 0.14547 -2.58371 -7.41321 0.1 0.0 -0.1 -0.1928
N 0.32139 -2.51388 -5.96082 -0.1 0.2 0.0 -0.0552
C -0.84855 -2.83446 -5.16026 0.0 -0.1 0.1 -0.2021
C -1.87032 -1.70437 -5.08028 0.0 0.0 0.0 -0.0619
C 1.59447 -2.37952 -5.51365 0.1 -0.2 -0.1 -0.4113
O 2.54977 -2.35684 -6.27234 0.0 0.1 0.0 0.0823
C 1.87859 -2.27008 -4.04193 0.1 0.0 0.2 -0.0840
C 3.02544 -2.89499 -3.55870 -0.1 0.1 0.1 0.0335
C 3.37896 -2.70825 -2.23286 0.0 0.0 0.0 -0.0170
C 2.59996 -1.87215 -1.45124 0.2 0.0 0.1 -0.1696
N 1.51628 -1.24235 -1.90440 -0.2 -0.3 0.2 -0.0009
C 1.16672 -1.46039 -3.16972 0.1 0.1 -0.3 -0.0971
H 0.22319 -4.01789 -9.02672 0.0 0.0 0.0 0.0801
H -0.29782 -4.71011 -7.49280 0.0 0.0 0.0 0.0697
H 1.40678 -4.29576 -7.74802 0.0 0.0 0.0 0.0763
H -0.86430 -2.24181 -7.64159 0.0 0.0 0.0 0.1117
H 0.84447 -1.88276 -7.86646 0.0 0.0 0.0 0.1239
H -0.52765 -3.15506 -4.16847 0.0 0.1 0.0 0.1097
H -1.32723 -3.70972 -5.61114 0.0 0.0 0.0 0.1223
H -1.49532 -0.83408 -4.53994 0.0 0.0 0.0 0.0581
H -2.77810 -2.05292 -4.58632 0.0 0.0 0.0 0.0723
H -2.15557 -1.36465 -6.07516 0.0 0.0 0.0 0.0752
H 3.62251 -3.49456 -4.23149 0.0 0.0 0.0 0.1321
H 4.25491 -3.17931 -1.81033 0.0 0.0 0.0 0.1167
H 2.87563 -1.67359 -0.41922 0.0 0.0 0.0 0.1156
H 0.29787 -0.91945 -3.52049 -0.1 0.0 0.0 0.0998